Record 1
# C32H38BF4O12

8 unconnected molecules or ions with the total composition C32H38BF4O12 at a distorted geometry (ωB97M-V/def2-TZVPD, OMol25).

ORCA input file:
```
! wB97M-V def2-TZVPD RIJCOSX def2/J DEFGRID3
* xyz -1 1
B 0.16283 0.86178 1.56800
F 1.42983 0.42178 1.60600
F -0.60517 0.03978 2.31000
F 0.05983 2.22378 1.98900
F -0.06917 0.79578 0.19900
C 5.09583 -0.51922 1.07900
O 5.66483 0.70278 0.83000
H 5.63883 -1.00922 1.83900
H 5.09483 -1.24722 0.43500
H 4.02083 -0.16322 1.50400
H 5.54883 0.69878 -0.08400
C -1.71417 1.56678 5.05500
O -2.00717 2.54778 5.93700
H -2.58917 1.34978 4.15900
H -1.68017 0.54978 5.53800
H -0.66817 1.97878 4.58500
H -1.29417 3.05978 6.03200
C 2.10283 1.34078 -2.30200
C 1.87083 1.07178 -3.65300
C 1.49783 2.26278 -4.43000
C 1.60383 3.55278 -3.84800
C 1.88683 3.61478 -2.49600
C 2.11583 2.53378 -1.71900
O 2.35283 2.66978 -0.36700
O 1.08383 2.20578 -5.70900
H 2.38683 0.48378 -1.66000
H 1.80083 0.15878 -4.14600
H 1.47683 4.29378 -4.42700
H 2.00583 4.54378 -1.95400
H 2.02783 1.74778 0.02800
H 1.16583 1.47278 -6.24500
C -2.25917 0.36778 -3.76200
C -2.05817 0.37278 -2.32900
C -2.85317 -0.30322 -1.48700
C -3.90417 -1.14622 -1.95300
C -4.02617 -1.21222 -3.37000
C -3.29917 -0.56922 -4.27600
O -3.57617 -0.67422 -5.57600
O -2.80617 -0.11722 -0.14100
H -1.68517 0.74078 -4.47600
H -1.41017 1.07978 -1.89400
H -4.51917 -1.56822 -1.17100
H -4.75317 -1.92522 -3.69700
H -4.40417 -1.33922 -5.55600
H -1.90617 0.09578 0.20000
C -1.19117 -4.11322 4.15700
C -0.58117 -2.76522 3.97500
C 0.78283 -2.68822 4.05700
C 1.56883 -3.93722 4.37200
C 0.89583 -5.15122 4.53400
C -0.49317 -5.24822 4.59400
O -1.23917 -6.40722 4.86300
O 1.37083 -1.49822 3.73900
H -2.47617 -4.24222 4.36700
H -1.20017 -1.92722 3.90600
H 2.69383 -3.74122 4.31600
H 1.41583 -5.96422 4.87100
H -2.25217 -6.59222 4.88700
H 0.75183 -0.94922 3.18900
C -3.52217 5.47478 0.14500
C -4.09817 5.78378 -1.07900
C -3.64417 5.06478 -2.27100
C -2.64717 4.08278 -2.12600
C -2.00017 3.90678 -0.92900
C -2.49817 4.48178 0.29900
O -1.90117 4.36778 1.48300
O -4.16417 5.21878 -3.53600
H -3.86917 5.94378 1.07100
H -4.73617 6.76078 -0.99100
H -2.21917 3.48478 -2.89800
H -1.18217 3.37478 -0.62000
H -1.50617 3.59778 1.41300
H -4.60317 6.04078 -3.56100
C 2.41483 -2.85122 0.43600
C 3.23083 -3.90622 0.74400
C 3.71183 -4.80222 -0.33000
C 3.12583 -4.55822 -1.66300
C 2.26783 -3.52222 -1.85900
C 1.82083 -2.60922 -0.93700
O 1.04683 -1.59422 -1.19700
O 4.32983 -5.99122 -0.15200
H 1.95783 -2.20422 1.19100
H 3.61583 -3.97322 1.83700
H 3.36883 -5.34622 -2.45000
H 1.71783 -3.45322 -2.93500
H 0.97483 -1.01422 -0.31100
H 4.95383 -6.14622 -0.76600
*
```

M ... 701.45 g/mol
HOMO-LUMO gap ... 7.83 eV
LUMO energy ... 2.31 eV
Energy relative to the best compared isomer or geometry (same formula, charge and spin) ... 21.11 kcal/mol
HOMO ... -0.2030 Ha

Record 2
# C32H38BrCrN6O5

A molecular structure, C32H38BrCrN6O5 (ωB97M-V/def2-TZVPD, OMol25).

ORCA input file:
```
! wB97M-V def2-TZVPD RIJCOSX def2/J DEFGRID3
* xyz 2 2
Cr 0.90583 0.00093 0.25789
O -0.75368 0.97339 -0.67029
C -1.49712 0.19456 -1.67064
C -0.79717 -1.17419 -1.54890
O -1.40863 -2.22733 -1.66204
O 0.46090 -1.07563 -1.29768
C -2.96434 0.17435 -1.28364
C -3.34278 -0.34552 -0.04477
C -4.66690 -0.34089 0.35480
C -5.64215 0.18327 -0.48757
C -5.27871 0.69793 -1.72003
C -3.94558 0.69610 -2.11730
C -1.25447 0.71085 -3.07944
C -1.42133 -0.16767 -4.14894
C -1.28054 0.28238 -5.45051
C -0.98552 1.61720 -5.69873
C -0.83179 2.49431 -4.63851
C -0.96282 2.04247 -3.33053
H -1.00454 1.90524 -0.70352
H -2.59263 -0.73890 0.63049
H -4.94175 -0.73438 1.32532
H -6.67875 0.19397 -0.17830
H -6.03027 1.11128 -2.37898
H -3.67941 1.10403 -3.08277
H -1.66738 -1.20662 -3.96475
H -1.40585 -0.40836 -6.27331
H -0.88163 1.97047 -6.71562
H -0.61376 3.53803 -4.82381
H -0.84091 2.75882 -2.52737
C 4.49340 1.85937 3.92248
C 3.03034 1.82063 3.58844
C 2.05511 2.38076 4.40606
C 0.72378 2.29705 4.04383
C 0.39897 1.65550 2.86360
Br -1.42855 1.50484 2.42179
N 1.30529 1.11721 2.04200
C 2.59570 1.20754 2.42629
H 4.66962 2.41231 4.84228
H 5.06419 2.33576 3.12499
H 4.88640 0.85043 4.05132
H 2.33195 2.87620 5.32817
H -0.05881 2.71347 4.66056
H 3.31582 0.74678 1.76502
N -0.10831 -1.52957 1.37532
C 0.70945 -2.74885 1.15623
C 0.52723 -3.84228 2.20030
C -0.82523 -4.56369 2.20913
C -1.18804 -5.25325 0.88352
N -2.01873 -4.44226 -0.00624
C -3.34626 -4.39041 0.01888
N -4.05473 -5.16249 0.84844
N -3.97885 -3.54282 -0.78974
C 2.17661 -2.32892 1.03041
O 3.08428 -3.09052 1.17069
O 2.34258 -1.03579 0.71447
H -0.20664 -1.33700 2.36900
H -1.04785 -1.68476 1.02009
H 0.45450 -3.11651 0.15914
H 0.72157 -3.41879 3.19045
H 1.31991 -4.57184 2.02628
H -1.63917 -3.88743 2.49014
H -0.77932 -5.32096 2.99267
H -1.69267 -6.20275 1.06124
H -0.28718 -5.51273 0.32611
H -1.57160 -3.81433 -0.66781
H -3.61478 -5.88180 1.39321
H -5.05814 -5.18489 0.78986
H -3.44434 -2.85905 -1.31513
H -4.98139 -3.47545 -0.79038
N 2.29974 1.13165 -0.88768
C 2.25245 2.56003 -1.16374
C 2.22545 2.97854 -2.48555
C 2.17870 4.33277 -2.78313
C 2.16574 5.27087 -1.76217
C 2.21394 4.84705 -0.44191
C 2.25821 3.49394 -0.13767
H 2.27846 0.64098 -1.78080
H 3.19099 0.87199 -0.46768
H 2.26015 2.24803 -3.28523
H 2.17117 4.65403 -3.81637
H 2.13575 6.32655 -1.99399
H 2.22698 5.57366 0.35943
H 2.31204 3.18133 0.89522
*
```

M ... 718.59 g/mol
HOMO-LUMO gap (alpha / beta) ... 7.41 / 7.96 eV
LUMO energy (alpha / beta) ... -6.48 / -5.93 eV
Energy relative to the best compared isomer or geometry (same formula, charge and spin) ... 0.06 kcal/mol
HOMO (alpha / beta) ... -0.5105 / -0.5103 Ha

Record 3
# C32H38CoGeIN3O5P

A molecular structure, C32H38CoGeIN3O5P (ωB97M-V/def2-TZVPD, OMol25).

ORCA input file:
```
! wB97M-V def2-TZVPD RIJCOSX def2/J DEFGRID3
* xyz -1 2
Co -0.30445 -0.19702 -0.09379
N -0.54728 -0.62274 1.91360
C -1.78784 -0.46679 2.70200
C -3.00325 0.07718 1.97855
O -3.57119 1.07402 2.33697
O -3.55274 -0.67026 0.99568
H -0.21239 -1.59260 2.02219
H 0.15541 -0.03543 2.34545
H -1.61514 0.20021 3.54214
H -2.05908 -1.44065 3.12123
O -2.21610 3.05442 -1.35187
C -1.65230 1.99124 -1.17622
O -1.36792 1.42766 -0.04918
C -1.19233 1.18835 -2.37520
C -1.29533 1.64641 -3.67622
C -0.80058 0.84647 -4.69084
C -0.23714 -0.38554 -4.37506
C -0.18745 -0.78048 -3.05048
N -0.65346 0.00793 -2.07835
H -1.74781 2.61359 -3.84357
H -0.85374 1.17414 -5.72169
H 0.16110 -1.03712 -5.14018
H 0.22558 -1.73027 -2.73850
C -3.56106 -4.63182 -0.93446
Ge -4.35776 -3.08591 -0.05774
C -5.53114 -2.10713 -1.26781
C -5.29859 -3.61673 1.56242
C -2.92098 -1.88712 0.53481
H -4.30710 -5.40805 -1.11147
H -2.76901 -5.04232 -0.30606
H -3.12055 -4.34508 -1.89106
H -6.46828 -2.64602 -1.41646
H -5.05101 -1.96848 -2.23830
H -5.74950 -1.12543 -0.84602
H -6.13423 -4.28585 1.35031
H -5.67946 -2.73096 2.07358
H -4.60057 -4.12465 2.23062
H -2.24577 -1.66128 -0.29013
H -2.35049 -2.38095 1.32359
C 5.41197 -1.09844 0.89770
C 4.38381 -1.17187 1.83053
C 3.25924 -0.37662 1.68559
C 3.13682 0.49958 0.60435
C 4.17553 0.57089 -0.31927
C 5.30976 -0.21963 -0.16939
P 1.49613 1.28279 0.34877
C 1.80677 2.57746 -0.90174
C 1.93384 2.17564 -2.23320
C 2.12764 3.10823 -3.24068
C 2.17016 4.46133 -2.93174
C 2.01719 4.87253 -1.61579
C 1.83772 3.93740 -0.60466
C 1.29475 2.23246 1.90572
C 2.40711 2.69369 2.61430
C 2.24514 3.39626 3.79756
C 0.96918 3.65410 4.28593
C -0.14158 3.22082 3.57935
C 0.01652 2.51474 2.39199
H 6.28416 -1.73201 1.00013
H 4.44508 -1.86191 2.66173
H 2.46099 -0.46133 2.41524
H 4.11163 1.25219 -1.15823
H 6.10670 -0.15634 -0.90080
H 1.86465 1.12207 -2.48849
H 2.22305 2.77820 -4.26770
H 2.30445 5.19400 -3.71761
H 2.02573 5.92764 -1.37232
H 1.70560 4.27202 0.41630
H 3.40473 2.49358 2.24222
H 3.11660 3.73686 4.34308
H 0.84547 4.19248 5.21754
H -1.14114 3.42238 3.94355
H -0.85547 2.20620 1.83121
N 2.28770 -1.92992 -1.39315
C 1.34430 -2.63612 -0.59010
O 0.24709 -1.94633 -0.31874
C 1.53929 -3.91073 -0.23340
I -0.36311 -3.68167 3.71921
H 2.12807 -0.93584 -1.32970
H 3.24406 -2.13880 -1.14459
H 2.43875 -4.43169 -0.53639
H 0.83486 -4.40118 0.42320
*
```

M ... 834.09 g/mol
HOMO-LUMO gap (alpha / beta) ... 6.50 / 6.46 eV
LUMO energy (alpha / beta) ... 2.20 / 2.15 eV
HOMO (alpha / beta) ... -0.1582 / -0.1585 Ha

Record 4
# C32H38CuN12S

A molecular structure, C32H38CuN12S (ωB97M-V/def2-TZVPD, OMol25).

ORCA input file:
```
! wB97M-V def2-TZVPD RIJCOSX def2/J DEFGRID3
* xyz 0 2
Cu 0.16859 0.28551 0.06250
C 1.62634 0.09311 -2.56522
N 2.60976 -0.76760 -1.95053
C 3.14665 -1.89892 -2.67435
C 4.25067 -2.34359 -1.73737
N 3.74699 -1.93613 -0.42671
C 4.77959 -1.94773 0.60153
C 2.81880 -0.90874 -0.60576
N 2.18377 -0.22576 0.28974
C 2.47905 -0.43876 1.70468
C 1.53238 0.34621 2.58825
N 0.15968 0.04270 2.21274
C -0.82880 0.37164 2.98482
N -0.79461 1.10118 4.16527
C 0.09625 2.24630 4.32717
C -2.17449 1.37300 4.58201
C -2.96512 0.28371 3.88858
N -2.11809 -0.00853 2.74484
C -2.49146 -1.12695 1.91509
H 1.91682 0.24865 -3.60448
H 1.60592 1.05863 -2.06404
H 0.61758 -0.33150 -2.55048
H 3.51949 -1.59313 -3.65138
H 2.39113 -2.68340 -2.81499
H 5.18762 -1.82041 -1.96665
H 4.43309 -3.41722 -1.75664
H 5.40145 -2.82332 0.42072
H 4.36920 -2.04058 1.59862
H 5.41933 -1.05968 0.55114
H 3.49712 -0.12778 1.94841
H 2.38341 -1.50242 1.95368
H 1.75656 1.40689 2.46325
H 1.73584 0.06062 3.62675
H 0.03690 2.92220 3.47080
H 1.12690 1.94468 4.47598
H -0.22115 2.78233 5.21995
H -2.48455 2.36524 4.23587
H -2.25949 1.33337 5.66731
H -3.94978 0.60909 3.55791
H -3.06681 -0.60614 4.52426
H -3.52267 -0.98554 1.59349
H -2.41990 -2.07438 2.46668
H -1.85693 -1.17833 1.03913
S 1.03096 2.45934 0.02048
C -0.29109 3.63816 -0.07812
C -0.54486 4.49707 0.98949
C -1.56139 5.44083 0.92449
C -2.35016 5.54059 -0.21078
C -2.09426 4.70362 -1.28957
C -1.06947 3.77392 -1.22929
H 0.08070 4.43644 1.87080
H -1.73798 6.09761 1.76787
H -3.15306 6.26463 -0.25814
H -2.70133 4.77237 -2.18357
H -0.87221 3.12554 -2.07208
N -5.11215 1.39321 1.64171
C -4.48516 1.46532 0.66896
N -3.82484 1.58647 -0.46996
C -2.61342 1.17268 -0.52707
N -1.51441 0.81828 -0.70486
N -0.23540 -6.98646 -1.75143
C -0.09529 -8.32720 -1.46501
C -0.23185 -9.47616 -2.23775
C -0.00842 -10.67914 -1.59906
C 0.33791 -10.73772 -0.23858
C 0.47027 -9.59444 0.52087
C 0.24949 -8.36807 -0.10671
N 0.31395 -7.08596 0.40602
C 0.02237 -6.29985 -0.59224
C -0.01892 -4.83631 -0.49514
C -0.35731 -4.01593 -1.56508
C -0.35333 -2.64307 -1.38436
N -0.03672 -2.06089 -0.23119
C 0.25650 -2.84980 0.80418
C 0.28554 -4.22829 0.71880
H -0.47869 -6.59103 -2.64127
H -0.50086 -9.43512 -3.28523
H -0.10303 -11.60055 -2.15831
H 0.50168 -11.70471 0.21826
H 0.73441 -9.63291 1.56904
H -0.63279 -4.41421 -2.53302
H -0.62450 -1.98352 -2.19993
H 0.45840 -2.33882 1.73642
H 0.53284 -4.83901 1.57527
*
```

M ... 686.35 g/mol
HOMO-LUMO gap (alpha / beta) ... 6.58 / 6.75 eV
LUMO energy (alpha / beta) ... -0.53 / -0.53 eV
Energy relative to the best compared isomer or geometry (same formula, charge and spin) ... 6.00 kcal/mol
HOMO (alpha / beta) ... -0.2615 / -0.2674 Ha

| no. | electronic energy (eV) |
| --- | --- |
| 1 | -69914.972 |
| 2 | -151433.992 |
| 3 | -160045.876 |
| 4 | -107157.936 |